Computed, not measured: C13H21N4O3PPdS2 as an isolated structure, with wB97M-V/def2-TZVPD.

Last column: Löwdin charge in e.
Element x y z (Å)
Pd -0.05816 0.14316 0.44824  0.456
N 3.93457 -1.18830 -0.01598  0.145
C 4.36188 0.11454 -0.02570  -0.022
C 3.25422 0.87795 0.19544  -0.086
N 2.17280 0.05322 0.34015  0.028
C 2.60688 -1.18944 0.20508  -0.248
C 1.67287 -2.27984 0.35170  -0.250
N 0.40815 -2.01021 0.62250  -0.011
C -0.25605 -3.20309 0.71374  -0.096
C 0.63403 -4.21403 0.50680  -0.025
N 1.84678 -3.61277 0.27985  0.147
H 4.52631 -1.99105 -0.16088  0.178
H 5.38976 0.39182 -0.17665  0.136
H 3.17330 1.94642 0.26080  0.105
H -1.30472 -3.26538 0.94448  0.119
H 0.50398 -5.28146 0.50791  0.136
H 2.70473 -4.10598 0.08898  0.178
C -4.77312 0.01270 1.16047  -0.094
C -3.37403 -0.08158 0.64966  -0.689
S -2.16337 0.30831 1.70759  0.864
C -3.13922 -0.55436 -0.71305  -0.712
C -4.29789 -1.01433 -1.54116  -0.097
S -1.64088 -0.60747 -1.40648  0.843
H -4.81553 0.53189 2.11247  0.083
H -5.19148 -0.98896 1.30136  0.115
H -5.41364 0.52380 0.43839  0.108
H -4.82685 -0.13871 -1.93262  0.115
H -5.01767 -1.58869 -0.95703  0.096
H -3.96102 -1.60406 -2.38755  0.082
C 1.43102 4.38338 -0.75076  -0.025
O 1.13909 2.95614 -0.63239  -0.305
P -0.12539 2.45965 0.15896  0.594
O -1.38351 3.11560 -0.52666  -0.260
C -1.64331 3.00423 -1.94316  -0.054
O -0.18883 3.21602 1.54040  -0.272
C 0.32046 2.70611 2.79014  -0.077
H 2.49341 4.50340 -0.56278  0.099
H 0.85617 4.96191 -0.03201  0.097
H 1.19647 4.69927 -1.76331  0.099
H -0.74959 3.22729 -2.52502  0.093
H -2.41416 3.73482 -2.16523  0.108
H -2.00003 2.00583 -2.18622  0.046
H 1.25250 3.21256 3.03016  0.101
H 0.49886 1.63104 2.74122  0.051
H -0.42022 2.92494 3.55316  0.102

Values from the calculation:
Lowest unoccupied orbital energy, Eh: -0.306
Net charge: +2
Highest occupied orbital energy, eV: -14.35
Kohn-Sham gap, Ha: 0.221
Spin multiplicity: 1

---

Computed, not measured: an isolated molecule of C5H6N2, with wB97M-V/def2-TZVPD.

Last column: Löwdin charge in e.
Element x y z (Å)
C -1.09370 -1.90652 0.66882  -0.012
C -1.11041 -0.58598 0.82981  -0.176
C -0.31680 0.42868 0.18220  -0.275
C -0.66181 1.77618 0.30375  -0.217
N -0.83385 2.92974 0.15024  0.140
C 0.85612 0.09377 -0.47849  -0.102
N 1.75535 0.93128 -1.06019  0.102
H -1.66423 -2.53415 1.23414  0.009
H -0.33637 -2.45445 -0.03224  0.090
H -2.05461 -0.30371 1.33366  0.117
H 1.35078 -0.86263 -0.36342  0.127
H 1.56397 1.92108 -1.23438  0.111
H 2.54557 0.56672 -1.53391  0.087

Values from the calculation:
Lowest unoccupied orbital energy, Eh: 0.017
Net charge: 0
ΔE to the lowest compared entry with this formula, charge and spin, kcal per mole: 39.1
Highest occupied orbital energy, eV: -8.13
Kohn-Sham gap, Ha: 0.315
Spin multiplicity: 1

---

Computed, not measured: an isolated molecule of C5H8ClNOS, with wB97M-V/def2-TZVPD.

Last column: Mulliken spin population.
Element x y z (Å)
C 1.55470 -1.32890 0.17817  0.296
C 2.47391 -0.39072 0.22514  0.048
C 0.28969 -1.29294 0.93111  -0.011
C -1.78885 1.26476 -0.80600  0.011
C -0.83458 0.16659 -0.45548  -0.003
N -0.74084 -0.30781 0.70437  0.020
O 1.40201 1.88472 -0.23201  0.701
S 2.04534 1.25232 0.93108  0.734
Cl 4.00832 -0.56241 -0.66957  0.046
H 1.45554 -2.22812 -0.53606  0.039
H -0.13066 -2.27216 0.97465  -0.002
H 0.40506 -1.23312 2.00307  0.019
H -2.76161 0.78091 -1.26493  -0.001
H -2.06151 1.91478 0.16346  -0.001
H -1.20892 1.92895 -1.50430  0.000
H 3.33852 1.69601 0.70620  0.114
H -0.00788 0.02778 -1.20846  -0.009

Values from the calculation:
Lowest unoccupied orbital energy (alpha / beta), Eh: 0.014 / -0.129
Net charge: 0
<S²>: 2.02
Highest occupied orbital energy (alpha / beta), eV: -5.44 / -9.54
Kohn-Sham gap (alpha / beta), Ha: 0.214 / 0.222
Spin multiplicity: 3

---

Computed, not measured: C43H52LiN5O2S2 as an isolated structure, with wB97M-V/def2-TZVPD.

Last column: Löwdin charge in e.
Element x y z (Å)
Li -0.72609 -0.34350 0.09928  0.572
C -0.88145 5.49467 2.80031  -0.093
C 0.28166 4.47116 3.03714  -0.189
C -0.10413 3.03255 2.83147  -0.136
C -0.10903 1.99806 3.69962  -0.092
C 0.38528 1.95025 5.15916  -0.178
C 1.83034 1.43217 5.27146  -0.085
C -0.40580 0.73173 2.92013  -0.272
N -0.48077 1.04869 1.62297  0.068
C -0.24971 2.40329 1.49354  -0.259
C -0.29201 3.03075 0.28952  -0.002
C -0.48079 2.47099 -0.96964  -0.231
C -0.37757 3.20491 -2.27414  -0.148
C 0.03681 4.60197 -2.48530  -0.195
C 1.48998 4.70177 -3.06746  -0.090
C -0.46932 2.29393 -3.25294  -0.163
C -0.65515 1.00103 -2.61399  -0.240
C -0.88439 -0.19021 -3.27684  0.075
C -1.24604 -1.46992 -2.70902  -0.224
N -1.20314 -1.64716 -1.35120  0.070
C -1.49273 -2.91434 -1.19647  -0.279
C -1.68189 -3.56356 0.09639  0.062
C -1.57539 -3.02638 1.35184  -0.268
N -1.14553 -1.74624 1.58377  0.085
C -0.98856 -1.64322 2.88811  -0.269
C -0.57752 -0.45578 3.53134  0.013
C -1.26132 -2.88440 3.53786  -0.149
C -1.58302 -3.78803 2.58583  -0.125
C -2.09607 -5.22443 2.69001  -0.183
C -3.62708 -5.26880 2.67826  -0.094
C -1.13503 -3.13629 5.01422  -0.195
C -2.20599 -2.56768 5.92323  -0.102
C -1.78801 -3.62798 -2.43648  -0.155
C -1.65085 -2.65756 -3.41004  -0.174
C -1.72361 -2.74756 -4.85949  -0.215
C -2.99267 -2.12313 -5.48173  -0.092
C -1.93984 -5.08923 -2.55722  -0.207
C -0.50827 -5.72918 -2.50606  -0.090
N -0.64296 1.19688 -1.26301  0.065
C -0.55932 2.54407 -4.74865  -0.225
C -1.97982 2.65550 -5.31515  -0.080
H -0.50578 6.50655 2.82500  0.053
H -1.63966 5.36896 3.56656  0.064
H -1.36820 5.34185 1.84521  0.055
H 0.60436 4.65020 4.05448  0.084
H 1.19601 4.76029 2.47822  0.111
H -0.17142 1.24630 5.75989  0.083
H 0.36568 2.95510 5.60021  0.093
H 1.94331 0.49986 4.69329  0.074
H 2.13801 1.14600 6.20649  0.033
H 2.48374 2.10814 4.82467  0.052
H -0.17340 4.12014 0.38482  0.094
H 0.05859 5.25732 -1.55107  0.109
H -0.61127 5.08823 -3.20308  0.093
H 2.16169 3.97656 -2.61225  0.060
H 1.81665 5.72805 -2.82144  0.059
H 1.53306 4.57938 -4.14855  0.051
H -0.83978 -0.26762 -4.36523  0.105
H -1.93742 -4.62275 0.06057  0.085
H -0.30379 -0.53762 4.57322  0.089
H -1.63073 -5.71967 3.51779  0.088
H -1.79539 -5.76839 1.81274  0.083
H -4.03974 -4.71605 3.48081  0.048
H -3.98525 -6.30015 2.67803  0.063
H -4.03911 -4.76449 1.80279  0.075
H -0.22126 -2.62055 5.29712  0.100
H -0.98028 -4.20474 5.21262  0.104
H -2.34953 -1.48864 5.74076  0.078
H -1.82863 -2.57402 6.91055  0.045
H -3.17360 -3.02140 5.87546  0.056
H -1.56831 -3.76308 -5.19422  0.097
H -0.86094 -2.20534 -5.29224  0.117
H -3.87885 -2.71217 -5.20084  0.068
H -2.93755 -1.91158 -6.55441  0.064
H -3.16975 -1.17218 -4.97605  0.059
H -2.50691 -5.47920 -3.40216  0.098
H -2.50731 -5.50029 -1.72644  0.084
H 0.10370 -5.38087 -3.37940  0.084
H -0.54603 -6.81047 -2.50932  0.045
H 0.01756 -5.41260 -1.59095  0.072
H 0.01887 1.75923 -5.22906  0.039
H 0.10401 3.38137 -4.99758  0.084
H -2.44973 1.66560 -5.22712  0.066
H -1.84282 2.91432 -6.33436  0.047
H -2.61282 3.39941 -4.85612  0.062
C 3.12086 -1.40192 0.30847  -0.224
S 4.37440 -0.71595 1.40498  0.898
O 3.71214 -0.56367 2.75944  -0.557
C 4.49828 0.94163 0.67948  -0.394
C 3.41483 1.80653 0.75310  -0.044
C 3.57242 3.04106 0.15353  -0.066
C 4.75688 3.35560 -0.48060  -0.098
C 5.86895 2.54744 -0.50946  -0.055
C 5.69953 1.30611 0.16299  -0.103
H 2.26427 -0.73139 0.33180  0.048
H 2.82524 -2.33303 0.78909  0.050
H 3.47558 -1.57343 -0.69933  0.063
H 2.46628 1.51976 1.19128  0.109
H 2.74304 3.72271 0.17488  0.095
H 4.78286 4.34469 -0.90523  0.098
H 6.76398 2.81214 -1.01104  0.088
H 6.50842 0.58060 0.12738  0.096
O 3.51189 1.35955 -3.68131  -0.681
S 2.49763 1.27908 -4.77383  0.439
N 2.76935 0.78372 -6.13567  -0.543

Values from the calculation:
Lowest unoccupied orbital energy, Eh: 0.153
Net charge: -2
ΔE to the lowest compared entry with this formula, charge and spin, kcal per mole: 0.0
Highest occupied orbital energy, eV: -1.42
Kohn-Sham gap, Ha: 0.206
Spin multiplicity: 1